[1]
Formula: C3H5NO2
Source: OMol25
Level of theory: ωB97M-V/def2-TZVPD

Calculated values
LUMO energy in Ha: -0.0046
HOMO in eV: -9.23

ORCA input file:
```
! RIJCOSX wB97M-V def2-TZVPD def2/J DEFGRID3
* xyz 0 1
C -1.449 -1.135 -1.100
O -0.508 -0.264 -0.391
N -0.060 -0.548 0.723
C 0.701 0.507 1.218
C 1.427 1.544 0.465
O 1.544 1.427 -0.763
H -1.003 -1.548 -2.003
H -1.640 -2.037 -0.492
H -2.398 -0.390 -0.993
H 1.214 0.406 2.161
H 2.172 2.038 1.176
*
```

These are the Mulliken partial charges, in e, on atoms 1 to 5: C -0.56; O 0.04; N -0.33; C -0.21; C 0.21

=====

[2]
Formula: C37H51FN5O4PPt
Source: OMol25
Level of theory: ωB97M-V/def2-TZVPD

Calculated values
LUMO energy (spin up / spin down) in Ha: -0.2709 / -0.2708
HOMO (spin up / spin down) in eV: -12.04 / -12.04

ORCA input file:
```
! RIJCOSX wB97M-V def2-TZVPD def2/J DEFGRID3
* xyz 2 1
Pt 1.952 -1.676 -0.431
C -2.070 5.269 0.371
C -1.747 4.869 -1.067
N -1.370 3.468 -1.132
C -0.059 3.152 -1.158
C 0.436 1.894 -1.004
C 1.954 1.680 -1.092
O 2.654 2.677 -1.132
O 2.358 0.487 -1.134
C -0.451 0.811 -0.704
O -0.126 -0.307 -0.288
C -1.867 1.141 -0.864
C -2.806 0.115 -0.777
C -4.145 0.380 -0.873
F -4.998 -0.660 -0.735
C -4.626 1.684 -1.091
C -3.681 2.700 -1.173
C -2.306 2.465 -1.052
N -5.978 1.979 -1.290
C -6.956 0.910 -1.440
C -8.292 1.516 -1.896
N -8.005 2.777 -2.622
C -7.504 3.817 -1.681
C -6.576 3.136 -0.659
H -2.356 6.316 0.407
H -1.194 5.129 1.001
H -2.881 4.667 0.778
H -0.907 5.456 -1.437
H -2.597 5.054 -1.725
H 0.643 3.963 -1.293
H -2.463 -0.899 -0.631
H -4.031 3.699 -1.369
H -7.121 0.355 -0.507
H -6.591 0.209 -2.194
H -8.937 1.750 -1.048
H -8.817 0.816 -2.545
H -8.834 3.114 -3.123
H -7.267 2.574 -3.309
H -8.352 4.279 -1.174
H -6.977 4.577 -2.258
H -7.151 2.826 0.224
H -5.813 3.833 -0.322
C 5.054 -0.515 -0.907
N 4.259 -1.695 -0.793
C 4.798 -2.867 -0.820
C 4.013 -3.999 -0.547
C 4.315 -5.384 -0.545
C 3.143 -6.030 -0.238
C 2.160 -5.025 -0.051
N 2.690 -3.826 -0.222
C 5.773 -0.192 0.385
C 5.235 -0.576 1.607
C 5.914 -0.325 2.785
C 7.128 0.340 2.754
C 7.652 0.758 1.541
C 6.984 0.487 0.359
H 4.369 0.318 -1.136
H 5.783 -0.593 -1.723
H 5.859 -2.998 -1.034
H 5.274 -5.816 -0.745
H 2.982 -7.082 -0.135
H 1.123 -5.147 0.198
H 4.277 -1.079 1.616
H 5.503 -0.647 3.731
H 7.658 0.541 3.671
H 8.588 1.296 1.515
H 7.408 0.803 -0.580
C 2.075 -3.547 3.332
C 2.154 -2.030 3.400
P 1.344 -1.192 1.960
C 1.601 0.625 2.252
C 1.913 1.051 3.682
C -0.443 -1.549 2.273
C -1.113 -0.650 3.306
H 2.711 -3.977 4.100
H 2.410 -3.913 2.366
H 1.063 -3.906 3.501
H 3.198 -1.721 3.438
H 1.657 -1.669 4.302
H 0.695 1.123 1.897
H 2.418 0.941 1.600
H 1.124 0.759 4.369
H 2.003 2.135 3.719
H 2.853 0.629 4.026
H -0.495 -2.594 2.585
H -0.956 -1.475 1.317
H -0.600 -0.695 4.263
H -2.136 -0.983 3.461
H -1.146 0.386 2.974
C 1.413 -3.674 -3.165
C 0.165 -3.004 -2.558
C -0.129 -1.693 -3.315
O 0.269 -2.805 -1.221
H 1.266 -3.863 -4.225
H 1.612 -4.620 -2.668
H 2.272 -3.011 -3.035
H -0.695 -3.692 -2.703
H 0.718 -1.016 -3.195
H -1.021 -1.224 -2.907
H -0.284 -1.893 -4.372
*
```

These are the Mulliken partial charges, in e, on atoms 1 to 5: Pt 2.88; C -1.02; C -0.87; N 0.08; C 0.02

=====

[3]
Formula: C3H38N2O14S
Source: OMol25
Level of theory: ωB97M-V/def2-TZVPD

Calculated values
LUMO energy in Ha: 0.0022
HOMO in eV: -8.75

ORCA input file:
```
! RIJCOSX wB97M-V def2-TZVPD def2/J DEFGRID3
* xyz 0 1
N 0.429 1.466 -0.464
C -0.885 1.561 -1.115
C -0.995 3.013 -1.593
S -0.968 4.246 -0.281
C -1.988 1.089 -0.179
N -2.411 -0.293 -0.512
H 1.053 0.776 -0.836
H 0.489 1.570 0.540
H -0.850 0.906 -1.982
H -1.931 3.025 -2.156
H -0.155 3.235 -2.246
H 0.271 4.005 0.121
H -1.793 1.165 0.888
H -2.870 1.750 -0.247
H -3.104 -0.264 -1.254
H -2.981 -0.578 0.295
H 1.434 -2.331 3.568
H 2.085 -1.878 2.384
O 2.000 -2.715 2.875
H 3.406 1.442 -0.677
H 4.848 1.035 -0.691
O 3.969 0.654 -0.766
H -1.970 -1.771 3.425
H -2.803 -2.873 3.040
O -2.878 -2.106 3.627
H 1.529 -1.493 -2.205
H 3.089 -1.282 -2.393
O 2.261 -1.428 -2.852
H 0.300 1.373 3.194
H 1.717 1.192 2.714
O 0.865 1.542 2.438
H -4.870 -1.737 1.659
H -4.209 -0.922 2.717
O -4.363 -0.925 1.756
H 1.959 -0.064 0.935
H 3.386 -0.497 1.065
O 2.619 -0.263 1.601
H -0.506 -1.195 -1.271
H -0.072 -2.504 -0.595
O 0.128 -1.910 -1.334
H 3.451 -3.309 1.017
H 4.402 -2.112 0.671
O 3.496 -2.376 0.798
H -0.801 -1.731 -4.387
H -0.534 -2.715 -3.303
O -1.265 -2.364 -3.832
H 1.842 3.282 -1.080
H 2.591 3.989 -0.040
O 2.743 3.319 -0.714
H 0.886 -3.251 1.512
H 0.142 -4.272 0.803
O 0.128 -3.307 0.887
H -3.406 -0.172 -3.792
H -2.012 -0.475 -3.741
O -2.585 0.286 -3.549
H -0.213 -1.669 1.802
H -0.853 -0.357 2.268
O -0.581 -1.227 2.579
*
```

These are the Mulliken partial charges, in e, on atoms 1 to 5: N 0.56; C 0.10; C -1.50; S -0.18; C -0.68

=====

Energy above the lowest of the compared OMol25 structures with the same formula, charge and spin values, unit kcal/mol, following the record order: 121.1, 136.2, 0.0.